# 1
Below is a molecular structure, C5H9NO, with properties calculated with the ωB97M-V functional and the def2-TZVPD basis.

## Properties
energy above the lowest of the compared OMol25 structures with the same formula, charge and spin = 366.2 kJ/mol
highest occupied orbital energy = -0.3763 hartree
frontier orbital gap = 10.4 eV
LUMO = 0.133 eV
DFT total energy = -325.79809 a.u.
net charge = 0

Geometry (Å):
N: 1.011 0.367 2.962
H: 1.163 -1.248 -1.162
C: 0.954 0.225 1.816
H: -0.773 -1.376 -2.122
H: -1.663 0.694 1.151
H: 1.946 1.757 -0.427
H: 0.269 2.059 0.034
C: 0.871 0.080 0.407
H: -1.877 -1.109 0.799
H: -1.384 -0.955 -1.894
H: 0.656 1.161 -1.432
H: 1.070 -2.021 0.504
C: 0.947 -1.142 -0.110
C: -1.854 -0.087 0.417
C: 0.944 1.322 -0.395
O: -2.206 0.190 -0.698

=====

# 2
Below is a molecular structure, C8H7BrI3N4O3Pd, with properties calculated with the ωB97M-V functional and the def2-TZVPD basis.

## Properties
energy above the lowest of the compared OMol25 structures with the same formula, charge and spin = 14.5 kJ/mol
highest occupied orbital energy = -0.4494 hartree
frontier orbital gap = 7.1 eV
LUMO = -5.080 eV
DFT total energy = -4348.43046 a.u.
net charge = +1

Geometry (Å):
O: 0.216 0.372 2.840
I: 3.296 2.196 0.511
O: 1.407 -0.979 4.043
H: -1.030 2.285 1.138
C: -0.739 3.427 -1.816
C: -1.949 -2.401 -0.044
Br: -2.220 -4.996 -1.146
N: -0.841 2.516 0.173
H: 0.614 -4.139 -1.412
H: -2.011 4.244 -0.162
C: 0.068 -3.339 -0.934
H: 0.687 1.846 -2.517
H: 1.780 -2.058 -0.734
N: 1.168 -0.404 3.033
N: 0.083 -1.163 0.026
I: -1.039 4.652 -3.434
Pd: 1.159 0.515 0.579
C: -1.308 3.534 -0.564
C: -1.224 -1.276 0.289
O: 1.999 -0.583 1.998
H: -1.692 -0.444 0.795
C: 0.719 -2.182 -0.565
N: -0.002 1.741 -0.544
H: -3.002 -2.456 0.190
C: 0.073 2.292 -1.751
C: -1.290 -3.448 -0.671
I: 5.081 0.248 0.677

=====

# 3
Below is a molecular structure, C3H5OPS2, with properties calculated with the ωB97M-V functional and the def2-TZVPD basis.

## Properties
energy above the lowest of the compared OMol25 structures with the same formula, charge and spin = 171.6 kJ/mol
highest occupied orbital energy = -0.3006 hartree
frontier orbital gap = 7.7 eV
LUMO = -0.430 eV
DFT total energy = -1330.21537 a.u.
net charge = 0

Geometry (Å):
P: -0.879 0.270 -2.358
H: 0.131 -1.424 1.684
O: -2.212 -0.205 -2.598
C: 0.050 0.496 0.908
S: -1.188 1.611 0.125
C: 1.207 0.347 -0.096
H: 1.606 1.087 -0.841
C: -0.430 -0.931 0.842
H: 0.552 0.734 1.926
H: 2.148 0.237 0.495
H: -1.504 -1.010 0.673
S: 0.519 -1.213 -0.762

=====

# 4
Below is 2 unconnected molecules or ions with the total composition C2H2N3OS, with properties calculated with the ωB97M-V functional and the def2-TZVPD basis.

## Properties
energy above the lowest of the compared OMol25 structures with the same formula, charge and spin = 438.0 kJ/mol
highest occupied orbital energy (spin up / spin down) = -0.1469 / -0.1471 hartree
frontier orbital gap (spin up / spin down) = 4.8 / 4.8 eV
LUMO (spin up / spin down) = 0.772 / 0.775 eV
DFT total energy = -714.99689 a.u.
net charge = -1

Geometry (Å):
C: -1.627 -0.499 0.247
O: 1.424 1.253 0.221
N: -0.622 0.274 0.113
N: -2.492 -1.247 0.478
N: 0.929 -1.356 -1.109
H: 0.817 -0.531 -1.876
C: 0.277 1.095 0.584
H: 1.786 -1.154 -0.523
S: -0.493 2.164 1.865

=====

# 5
Below is 2 unconnected molecules or ions with the total composition C6H14O, with properties calculated with the ωB97M-V functional and the def2-TZVPD basis.

## Properties
energy above the lowest of the compared OMol25 structures with the same formula, charge and spin = 131.8 kJ/mol
highest occupied orbital energy = -0.3674 hartree
frontier orbital gap = 11.1 eV
SMILES string = C=CCCC.CO
LUMO = 1.068 eV
DFT total energy = -312.20484 a.u.
net charge = 0

Geometry (Å):
C: 2.529 -0.284 -1.633
C: -1.865 1.239 0.160
H: -0.061 2.232 0.538
C: 1.662 0.313 -0.526
C: 0.284 0.731 -1.048
H: 1.545 -0.407 0.295
H: -1.165 0.064 1.979
H: 2.645 0.427 -2.460
H: -1.263 -1.688 0.747
H: 2.076 -1.195 -2.041
H: -2.441 1.822 0.874
H: -2.407 0.481 -0.403
O: -1.248 -0.693 2.574
H: -2.734 -1.907 1.714
H: 0.431 1.394 -1.914
H: -0.259 -0.148 -1.423
H: 2.169 1.190 -0.100
C: -0.564 1.453 -0.039
C: -1.641 -1.784 1.774
H: 3.529 -0.539 -1.269
H: -1.224 -2.702 2.202

=====

# 6
Below is 4 unconnected molecules or ions with the total composition C7H20NO3, with properties calculated with the ωB97M-V functional and the def2-TZVPD basis.

## Properties
energy above the lowest of the compared OMol25 structures with the same formula, charge and spin = 235.1 kJ/mol
highest occupied orbital energy = -0.4069 hartree
frontier orbital gap = 8.3 eV
LUMO = -2.798 eV
DFT total energy = -558.85199 a.u.
net charge = +1

Geometry (Å):
H: 3.929 0.851 0.899
C: 1.068 2.582 -1.207
H: 1.463 3.565 -1.564
C: 2.953 -0.138 2.457
H: -3.850 1.673 3.147
C: 0.217 -0.388 -0.958
H: -3.563 -0.386 0.835
O: -0.846 -2.420 -3.520
H: 1.941 -0.399 2.737
H: 0.679 1.879 -1.976
H: -1.560 -2.852 -3.873
H: 0.436 3.091 -0.517
O: -3.707 0.779 2.822
H: 0.319 -0.743 1.167
H: 1.237 -0.652 -1.357
H: -1.042 -2.135 -1.683
C: 0.542 0.066 0.461
N: -0.697 -1.610 -0.811
C: 1.883 0.764 0.493
H: 3.145 1.901 -0.762
O: -3.221 -0.835 0.102
H: -3.439 0.427 3.681
H: -0.415 0.284 -1.626
H: -0.261 0.744 0.722
H: 3.702 -0.492 3.161
H: -0.199 -2.187 -4.091
H: -0.291 -2.521 -0.357
C: 3.035 0.520 1.291
H: -3.811 -0.576 -0.581
H: -1.614 -1.380 -0.339
C: 2.012 1.759 -0.398

=====

Number 1: molar mass 99.133 g mol⁻¹. Number 2: molar mass 774.205 g mol⁻¹. Number 3: molar mass 152.180 g mol⁻¹. Number 4: molar mass 116.125 g mol⁻¹. Number 5: molar mass 102.177 g mol⁻¹. Number 6: molar mass 166.241 g mol⁻¹.